DFT (the ωB97M-V functional and the def2-TZVPD basis) results for a gas-phase ion, C19H25N2 (charge +1).

```
! RIJCOSX wB97M-V def2-TZVPD def2/J DEFGRID3
* xyz 1 1
C -6.560 -2.407 -0.831
C -5.260 -1.678 -0.698
C -5.256 -0.276 -0.689
C -4.065 0.427 -0.602
C -2.818 -0.242 -0.509
C -1.581 0.514 -0.434
C -0.354 -0.046 -0.400
C 0.916 0.726 -0.177
N 0.886 1.373 1.121
N 1.019 2.858 0.961
C 2.162 3.284 1.766
C -0.220 3.474 1.443
C 2.212 -0.062 -0.271
C 3.430 0.591 -0.509
C 4.608 -0.145 -0.621
C 4.590 -1.542 -0.548
C 5.855 -2.330 -0.722
C 3.380 -2.189 -0.286
C 2.209 -1.452 -0.100
C -2.842 -1.663 -0.503
C -4.039 -2.361 -0.605
H -6.403 -3.489 -0.863
H -7.213 -2.177 0.020
H -7.100 -2.106 -1.739
H -6.207 0.256 -0.761
H -4.069 1.518 -0.604
H -1.690 1.607 -0.448
H -0.247 -1.107 -0.626
H 0.954 1.576 -0.875
H -0.001 1.274 1.629
H 1.670 1.143 1.747
H 2.217 4.375 1.676
H 2.036 3.015 2.834
H 3.075 2.823 1.362
H -0.072 4.559 1.390
H -1.062 3.188 0.794
H -0.445 3.194 2.495
H 3.455 1.678 -0.628
H 5.565 0.358 -0.778
H 5.632 -3.401 -0.763
H 6.365 -2.044 -1.650
H 6.566 -2.166 0.100
H 3.360 -3.280 -0.222
H 1.287 -1.979 0.155
H -1.905 -2.213 -0.412
H -4.036 -3.454 -0.618
*
```

Energy relative to the best compared isomer or geometry (same formula, charge and spin): 44.3 kcal per mole
HOMO: -11.07 eV
E: -23081.08613 eV
LUMO level: -2.733 eV
Gap between HOMO and LUMO: 0.306 Eh
SMILES string: Cc1ccc(/C=C/[C@@H]([NH2+]N(C)C)c2ccc(C)cc2)cc1